Entry 1:
58
Properties=species:S:1:pos:R:3:forces:R:3:mulliken_charge:R:1 method="wB97M-V/def2-TZVPD" total_charge=+1 max_force_ev_per_a=1.000 lumo_ev=-2.9820 homo_energy_ev=-12.44 homo_lumo_gap_ev=9.46
Li 1.81001 12.73020 -21.07954 -0.3873 0.2081 -0.1326 0.564
O 1.30695 10.48909 -16.93716 0.0314 0.0017 -0.2459 -0.652
H 0.35253 10.42260 -16.96680 -0.2417 -0.2297 0.0400 0.279
H 1.47984 11.17464 -16.29189 0.1302 0.2984 0.2961 0.304
O -2.56595 14.62637 -22.50107 0.2067 -0.2369 0.1340 -0.616
H -3.31134 14.94334 -23.01110 -0.2643 -0.0490 -0.1551 0.285
H -2.06010 15.41385 -22.30052 0.1882 0.2998 0.0849 0.303
O 2.16298 14.42175 -26.45502 0.2135 -0.1245 -0.6978 -0.622
H 3.08175 14.17616 -26.34655 0.2183 -0.0127 -0.0601 0.303
H 1.83181 14.51281 -25.56155 -0.2333 0.0732 0.5961 0.412
O 1.70818 13.86688 -16.59592 0.0683 -0.3787 -0.1499 -0.580
H 2.27239 14.26996 -15.93606 0.2741 0.0268 0.2262 0.285
H 1.10030 14.56172 -16.84872 -0.4009 0.3874 -0.1795 0.288
O 1.67843 14.83632 -21.22454 -0.0768 -0.6157 0.1522 -0.329
H 2.00614 15.51649 -21.81293 0.5788 0.4116 -0.3380 0.187
H 1.43916 15.30537 -20.42517 -0.3020 0.1554 0.3404 0.155
O 0.83550 14.56054 -24.08383 -0.0193 0.4380 -0.1772 -0.691
H 0.83222 14.34240 -23.15182 -0.0535 -0.3428 0.4359 0.336
H -0.03885 14.31946 -24.38980 -0.2832 -0.0798 -0.1032 0.287
O 1.28648 10.03984 -20.75060 -0.0078 0.3999 0.0849 -0.456
H 0.53760 9.91394 -21.33332 -0.4254 -0.0033 -0.1362 0.239
H 1.92357 9.38382 -21.03342 0.3928 -0.1252 0.1591 0.247
O 0.51127 12.86196 -19.02293 0.0934 0.1400 -0.6217 -0.248
H -0.00715 12.08945 -18.79780 -0.0674 -0.3275 -0.1613 0.146
H 1.13522 12.95057 -18.30247 0.4154 0.0141 0.5867 0.224
O 4.64341 13.41037 -23.92869 0.0294 -0.0984 -0.2098 -0.638
H 5.23424 12.67238 -23.77862 0.4124 -0.1770 -0.0988 0.288
H 5.06205 14.14727 -23.48378 0.0146 0.3082 0.0718 0.278
O 3.50000 16.76447 -22.39828 -0.1958 -0.2362 -0.0291 -0.573
H 3.51533 17.70521 -22.22221 -0.0730 0.3294 -0.0146 0.274
H 4.41868 16.49829 -22.36072 0.2057 -0.0164 0.0563 0.284
O -0.43071 15.45171 -18.82568 0.2028 0.5143 0.1275 -0.642
H -0.42039 14.53546 -19.10250 0.1586 -0.7168 -0.1214 0.342
H -1.32587 15.60027 -18.52094 -0.2240 0.2377 0.0744 0.299
O 2.43396 12.23512 -23.01474 -0.4817 -0.5686 0.6191 -0.061
H 2.29205 11.39798 -23.45663 -0.3945 -0.4251 -0.0274 0.108
H 3.19039 12.61652 -23.46036 0.3832 0.8536 -0.2065 0.225
O 4.66962 10.10775 -21.51448 -0.1279 0.0994 -0.1729 -0.508
H 5.48555 9.64454 -21.32495 0.3224 -0.2166 0.2529 0.253
H 4.57140 10.04198 -22.46436 -0.0911 -0.1108 -0.3443 0.253
O -1.12273 10.78066 -23.47936 -0.1162 0.1370 0.1413 -0.634
H -1.62220 10.01169 -23.75404 -0.2775 -0.1507 -0.0132 0.271
H -0.21552 10.56856 -23.69898 0.4349 -0.3087 -0.3216 0.280
O 5.41744 12.80848 -16.93511 0.2831 0.4700 -0.0189 -0.611
H 4.56529 13.05478 -17.29484 -0.2784 -0.0869 0.0047 0.277
H 5.29010 11.91966 -16.60346 -0.0920 -0.3769 -0.0863 0.326
O 3.83113 10.45366 -18.29138 0.5460 -0.0630 0.2097 -0.609
H 2.90639 10.40474 -18.04912 -0.5424 -0.1643 0.1987 0.341
H 3.82846 10.81942 -19.17593 -0.1098 0.0764 -0.3009 0.334
O 1.48387 9.55369 -23.86267 0.0933 0.3049 0.0499 -0.555
H 1.54079 9.35388 -24.79705 0.0059 -0.0504 -0.4804 0.266
H 1.71705 8.73375 -23.42728 0.0308 -0.2996 0.1817 0.241
O 3.68196 12.37571 -20.48593 -0.2787 0.5987 0.3103 -0.297
H 4.30078 12.76986 -19.87116 0.0851 0.2824 0.3478 0.208
H 4.23307 11.91942 -21.12180 0.0959 -0.5470 -0.3145 0.179
O -0.31444 12.82096 -21.83335 0.8937 -0.0248 0.4477 -0.233
H -0.38374 12.02260 -22.35687 -0.4793 -0.1678 -0.2240 0.277
H -1.17920 13.22621 -21.89812 -0.4838 0.2654 -0.0869 0.106

=====

Entry 2:
9
Properties=species:S:1:pos:R:3:forces:R:3:mulliken_charge:R:1 method="wB97M-V/def2-TZVPD" total_charge=0 max_force_ev_per_a=3.960 lumo_ev=0.1835 homo_energy_ev=-8.35 homo_lumo_gap_ev=8.53 e_above_lowest_kj_mol=388.3
C -0.56338 -0.28059 0.36180 2.4955 3.0699 -0.1703 0.355
N -0.82568 -1.14453 -0.65591 -0.6335 -0.7551 -2.1872 -0.476
F -0.82193 -0.73733 1.57756 0.3098 -0.6110 0.3252 -0.202
F -1.19378 0.92061 0.27401 -0.3808 -0.7928 -0.5932 -0.229
P 1.78101 0.68932 0.46813 -1.3043 -0.8197 -1.6191 -0.070
H -1.24955 -0.77846 -1.58288 1.3804 -0.7506 2.4747 0.263
H -0.15141 -1.93737 -0.70918 -1.0470 1.1362 -0.2129 0.266
H 1.14554 1.73659 1.07770 -0.3683 0.7954 0.6892 0.044
H 1.87918 1.53176 -0.81124 -0.4518 -1.2723 1.2934 0.050

=====

Entry 3:
37
Properties=species:S:1:pos:R:3:forces:R:3:mulliken_charge:R:1 method="wB97M-V/def2-TZVPD" total_charge=+2 max_force_ev_per_a=5.804 lumo_ev=-6.9271 homo_energy_ev=-16.28 homo_lumo_gap_ev=9.36 e_above_lowest_kj_mol=531.9 smiles="C[N+](C)(C)C1([N+](C)(C)C)[C@]23C=C[C@]12C=C3"
C -0.72080 2.17810 -1.47935 -1.2275 -5.5471 -1.1894 -1.087
C -0.85261 1.10859 -2.32959 0.8915 1.4992 2.9948 -0.944
C -2.56985 1.13356 -0.06199 1.7210 1.0234 -0.0242 -0.562
C -2.61241 0.16273 -0.93171 -1.4508 -2.1709 0.2335 -1.404
C -1.00792 1.34576 -0.18144 -0.5837 -0.0156 -0.8949 0.472
C -1.12181 -0.00607 -1.25031 -0.7422 1.8768 0.1541 0.769
C -0.16251 0.08293 -0.07657 -1.8360 1.0501 -0.3371 -0.767
C -1.82025 -0.94650 1.68740 -0.9220 2.7542 -0.5329 -1.268
C 0.28014 -0.30695 2.32559 -2.0947 2.2906 3.2903 -0.756
C -0.09858 -2.26774 0.79839 2.9213 -0.5604 3.0699 -0.680
C 1.73099 1.64625 -0.49935 1.9968 2.0799 2.2882 -0.584
C 1.37845 -0.37053 -1.91315 0.5932 -1.6641 -0.8889 -0.751
C 2.37974 -0.39342 0.22597 1.1156 -0.2564 -2.3014 -1.474
N -0.35855 -0.82096 1.15058 -2.3359 -1.0496 -1.3189 0.556
N 1.29582 0.23728 -0.54988 -0.2733 0.1939 -1.2472 0.447
H -0.76929 3.19221 -1.61380 0.3072 2.3838 -0.1485 0.719
H -0.85026 0.90959 -3.36702 -0.0004 0.1753 -0.9695 0.687
H -3.24003 1.85004 0.36904 -0.3348 -0.1564 0.4277 0.538
H -3.47096 -0.43580 -1.31106 0.8998 0.5084 0.0822 0.436
H -1.79429 -1.57705 2.53958 0.1772 -1.0374 0.2363 0.639
H -2.15372 0.04713 2.10663 0.4595 -0.9007 -0.7493 0.473
H -2.49073 -1.21512 0.88918 -0.0105 -0.4994 0.1451 0.396
H -0.29394 -0.75186 3.23083 0.8235 1.5147 -1.3445 0.341
H 1.19646 -0.63609 2.58763 3.3651 -1.2790 -0.1923 0.518
H 0.31255 0.84750 2.30321 -0.5097 -1.9076 0.2233 0.334
H -0.58202 -2.57376 -0.08822 -0.3115 -0.0588 -1.0478 0.342
H 1.01813 -2.39698 0.88943 -1.3729 -0.2302 -0.9206 0.279
H -0.41781 -2.90054 1.66342 -0.1860 0.6194 -0.8148 0.439
H 1.93781 1.86675 0.63041 -0.2816 -0.1125 -2.2394 0.335
H 2.64039 1.79526 -1.08324 0.3615 -0.7230 0.3474 0.456
H 1.16079 2.45318 -0.89633 -0.9918 -0.2318 -0.0239 0.346
H 2.32503 -0.86039 -2.17668 0.1435 0.4818 0.7981 0.387
H 0.62656 -1.15415 -1.97885 0.1617 0.1008 -0.0775 0.373
H 1.19436 0.34990 -2.65840 -0.2030 0.8149 -0.6796 0.467
H 3.35019 -0.19597 -0.27131 -0.7165 0.2724 0.4013 0.395
H 2.30814 0.01804 1.14299 0.5319 0.8236 3.0250 0.550
H 2.25278 -1.41494 0.17795 -0.0855 -2.0622 0.2254 0.585

=====

Entry 4:
115
Properties=species:S:1:pos:R:3:forces:R:3:mulliken_charge:R:1 method="wB97M-V/def2-TZVPD" total_charge=-1 max_force_ev_per_a=3.622 lumo_ev=1.6356 homo_energy_ev=-5.04 homo_lumo_gap_ev=6.68
C 1.08817 9.33012 -1.25550 0.1615 -0.9344 0.4084 -1.082
C 0.72475 7.96973 -2.02147 -0.2903 0.5634 1.5335 -0.133
C 0.44282 6.88286 -0.91273 -0.3062 -0.4324 -0.7219 -0.879
Br -1.14794 7.52643 0.14060 0.5090 -0.0679 -0.0545 -0.131
C 0.07001 5.47432 -1.46396 -0.1421 -1.2088 -0.3220 1.414
C -1.24422 5.25874 -2.09150 1.4230 -2.0868 -0.0173 -0.347
C -1.66059 3.92663 -2.59336 2.1052 1.0009 0.1929 -0.092
C -3.07524 3.73634 -3.20404 -0.6866 -0.3231 1.0457 -1.481
C -4.11381 3.68406 -1.97404 0.1425 0.2240 0.2276 0.699
C -3.54667 2.90204 -0.72558 -0.3667 -0.0788 0.2263 -1.227
C -4.51923 5.16395 -1.53783 0.1727 -1.0561 -0.1053 -1.217
C -0.69344 2.85195 -2.43698 0.6644 0.7828 0.5612 1.127
C 0.63815 3.06661 -1.81957 -0.6962 1.0101 -0.0788 0.903
C 1.06989 4.38217 -1.31586 -2.0693 -0.5742 -0.8951 -0.348
C 2.47589 4.60860 -0.65770 0.0449 -0.0757 0.2247 -1.372
B 3.51130 5.17744 -1.77131 0.6559 0.0126 -0.6917 0.579
O 4.13798 6.44239 -1.63063 -1.3703 -0.5607 0.1033 -0.605
O 3.85562 4.43924 -2.94280 -1.1968 1.4703 0.6787 -0.548
C 1.59003 1.81961 -1.67294 -1.3735 -0.7121 0.1229 -0.613
O 2.78845 1.86233 -1.81908 -0.5796 0.1825 0.3311 -0.649
C 0.83851 0.48269 -1.35457 -0.1051 -0.1588 -0.6532 0.360
C 1.44012 -0.57293 -0.38015 -1.2759 1.8665 0.9918 -0.794
I 2.78121 -2.12463 -1.00277 -0.7734 0.9223 0.0843 0.021
C 1.07693 -0.43686 0.93157 1.1494 -0.9530 -0.8108 0.105
C 1.54713 -1.36936 2.08650 -1.2860 0.8392 0.2041 -0.649
I -0.25370 1.19340 1.49961 0.7904 -0.8809 -0.0715 -0.006
C -0.38300 0.28843 -1.93066 0.4979 -0.0777 -0.2086 1.407
C -1.24688 -0.98135 -1.67473 -1.2801 -3.3697 0.3503 -0.396
O -2.46392 -0.76971 -1.44222 0.7322 1.6584 -0.1698 -0.572
O -0.79366 -2.18529 -1.66583 0.9511 2.9825 -0.3579 -0.762
C -1.00558 1.37663 -2.87342 0.8797 0.0991 1.1999 -0.297
O -1.63940 1.08236 -3.85460 0.2745 0.2791 0.4368 -0.592
H 1.93215 9.88483 -1.73356 -0.9273 -0.2814 0.2249 0.328
H 1.44198 9.01613 -0.22862 -0.2035 0.5436 -1.0329 0.292
H 0.17846 9.95985 -1.07394 0.9663 -0.4624 -0.4454 0.320
H 1.58132 7.62623 -2.65434 -0.8676 0.2291 0.3605 0.253
H -0.23145 8.10544 -2.58965 1.0883 -0.2556 0.0863 0.274
H 1.27851 6.85086 -0.16208 -0.9350 -0.0324 -0.9071 0.383
H -1.98136 6.08846 -2.18531 0.9158 -0.6777 0.2133 0.299
H -3.38811 4.57713 -3.88625 0.5963 -0.6821 0.7194 0.479
H -3.20922 2.79111 -3.78231 0.6369 0.7610 0.5358 0.289
H -5.04772 3.13370 -2.28926 1.0378 0.5575 0.0539 0.518
H -3.14164 1.88062 -0.99326 -0.4542 0.9962 0.2991 -0.019
H -2.76206 3.48513 -0.15800 -0.6377 -0.5389 -0.8327 0.385
H -4.39361 2.76958 0.01278 0.8068 -0.0245 -0.7968 0.433
H -4.08783 5.34032 -0.51164 -0.5960 0.2278 -1.0754 0.250
H -5.63904 5.23163 -1.53691 1.0462 0.2503 0.1935 0.345
H -4.08921 5.87366 -2.28768 -0.5816 -0.2989 0.8398 0.252
H 2.41778 5.29976 0.23244 -0.1001 -0.6029 -1.0177 0.408
H 2.89964 3.64570 -0.24559 -0.6371 0.8381 -0.6516 0.324
H 3.97816 6.99578 -2.41528 0.6606 -0.5114 0.2368 0.309
H 3.11103 4.49208 -3.57037 0.3988 -0.6399 0.2915 0.325
H 2.40430 -0.91579 2.65365 -0.5663 -0.5356 -0.7197 0.214
H 1.75042 -2.39369 1.69194 0.0455 0.9173 0.3715 0.053
H 0.69211 -1.42171 2.82339 0.9074 -0.1518 -0.7296 0.453
C -5.64993 -0.15995 -1.95316 -0.0463 -0.0090 0.1647 -1.061
C -5.47945 -1.66350 -2.12223 0.1550 -0.0412 -0.1653 -0.165
C -5.97709 -2.17710 -3.47375 -0.0801 -0.0791 0.0937 -0.826
C -7.47338 -1.97817 -3.73565 0.0436 0.0652 -0.0196 -0.773
C -8.40285 -2.61455 -2.70141 -0.0370 0.0081 -0.1595 -0.355
C -8.27563 -4.13120 -2.63171 -0.0798 0.0000 0.1695 -1.204
H -6.70257 0.13650 -1.98924 -0.0210 0.0313 -0.0282 0.450
H -5.24861 0.15627 -0.98846 0.0626 0.0328 -0.0904 0.341
H -5.11055 0.38180 -2.73486 0.0189 -0.0233 0.0378 0.162
H -5.98600 -2.18500 -1.30310 -0.0504 -0.0264 -0.0335 0.287
H -4.41778 -1.90464 -2.02792 -0.0502 0.0958 0.0553 0.143
H -5.73043 -3.24071 -3.55783 -0.0142 0.0287 -0.0311 0.390
H -5.41805 -1.67616 -4.27134 0.0157 -0.0062 0.0478 0.338
H -7.70936 -2.38892 -4.72491 -0.0475 -0.0051 0.0312 0.399
H -7.69413 -0.90778 -3.79552 0.0232 -0.0153 0.0079 0.309
H -9.43629 -2.36211 -2.96330 0.0217 0.0183 0.0397 0.390
H -8.22459 -2.18417 -1.71188 0.0468 0.0135 -0.0451 0.245
H -8.49737 -4.58495 -3.60124 0.0541 -0.0076 0.0146 0.289
H -8.98042 -4.53649 -1.90113 0.0342 -0.0605 -0.0454 0.373
H -7.27366 -4.43881 -2.32779 -0.0207 0.0041 -0.0422 0.289
C 8.82673 -0.14200 3.64547 -0.0117 -0.0489 0.1623 -1.209
C 8.44252 -1.59706 3.40291 0.1128 0.0302 -0.0979 -0.363
C 8.13006 -1.90120 1.93749 -0.0716 -0.1078 0.0000 -0.721
C 6.93730 -1.13722 1.35587 0.0201 0.0895 0.0315 -0.928
C 5.61475 -1.33899 2.09603 -0.0204 -0.0102 -0.1385 -0.062
C 5.12808 -2.78170 2.07449 -0.0207 -0.0080 0.1765 -0.687
H 8.01302 0.53917 3.39105 0.0386 0.0012 -0.0149 0.298
H 9.07132 0.01270 4.69891 0.0098 0.0715 -0.0433 0.377
H 9.70426 0.13164 3.05372 -0.0592 0.0280 -0.0125 0.293
H 7.59324 -1.86269 4.03892 -0.0097 -0.0174 -0.0507 0.253
H 9.27373 -2.23491 3.72047 -0.0543 -0.0152 0.0067 0.369
H 7.96148 -2.97762 1.83006 -0.0085 0.0385 -0.0146 0.307
H 9.01408 -1.67454 1.33100 0.0008 -0.0001 0.0393 0.407
H 6.80866 -1.44099 0.31132 -0.0367 0.0192 0.0428 0.353
H 7.16657 -0.06745 1.33023 0.0158 -0.0269 -0.0188 0.343
H 4.85529 -0.70726 1.62399 0.0386 -0.0116 0.0136 0.114
H 5.69920 -0.99381 3.13159 0.0319 0.0170 -0.0158 0.309
H 4.99094 -3.12852 1.04855 0.0095 -0.0129 0.0547 0.124
H 4.16769 -2.86228 2.58903 0.0130 -0.0851 -0.0730 0.013
H 5.82817 -3.45397 2.57640 -0.0033 0.0008 -0.0097 0.407
C 2.03743 -6.13974 2.06219 -0.0355 0.1466 -0.1033 -1.261
C 1.28621 -5.34617 3.12465 0.1134 -0.0660 0.0463 0.131
C 1.20386 -6.06778 4.47009 -0.0775 0.0833 0.0550 -0.844
C 0.44714 -7.39846 4.44716 0.0395 -0.0416 -0.0696 -0.774
C -0.99662 -7.31457 3.94920 0.0398 -0.0618 0.1126 -0.343
C -1.88504 -6.44089 4.82593 -0.1080 0.0023 -0.1238 -1.191
H 1.54071 -7.08512 1.83603 0.0313 0.0045 -0.0050 0.365
H 2.09444 -5.56489 1.13533 0.0266 -0.0709 0.0005 0.328
H 3.05898 -6.35463 2.38841 -0.0356 -0.0411 -0.0050 0.299
H 0.28513 -5.10113 2.75896 0.0146 0.0134 0.0331 0.296
H 1.79928 -4.39097 3.27417 -0.0640 -0.0073 0.0080 -0.010
H 0.74072 -5.39707 5.20127 0.0072 -0.0436 -0.0044 0.322
H 2.21957 -6.25460 4.83647 -0.0112 0.0136 -0.0246 0.406
H 0.44927 -7.81472 5.46129 -0.0254 0.0048 -0.0268 0.386
H 0.99196 -8.11738 3.82742 0.0104 0.0289 0.0141 0.307
H -1.41376 -8.32663 3.92753 0.0290 0.0302 -0.0464 0.373
H -1.02476 -6.95057 2.91833 0.0370 -0.0073 0.0272 0.255
H -1.90890 -6.81696 5.85216 0.0247 0.0479 -0.0037 0.295
H -2.90826 -6.43978 4.44391 0.0213 0.0458 0.0689 0.371
H -1.54066 -5.40539 4.84577 -0.0177 -0.0259 0.0246 0.284